C12H36O12 | ωB97M-V/def2-TZVPD

**Energy**: -1381.23102 Ha
**Energy relative to the best compared isomer or geometry (same formula, charge and spin)**: 10.006 eV

Geometry as XYZ:
```
60
Properties=species:S:1:pos:R:3:mulliken_charge:R:1
C 18.898 0.781 31.513 0.0238
C 17.956 1.686 32.347 -0.1162
O 16.766 2.140 31.695 -0.8465
O 19.206 1.495 30.288 -0.6162
H 18.259 -0.011 31.124 0.2669
H 19.846 0.417 31.908 -0.4187
H 18.465 2.443 32.943 0.4809
H 17.623 1.106 33.208 0.5166
H 17.030 2.961 31.273 0.3283
H 18.377 1.904 30.032 0.6687
C 22.514 -0.269 33.956 -0.8114
C 21.247 -0.784 33.251 -0.4309
O 20.259 -1.359 34.118 -0.4688
O 22.636 1.086 34.284 -0.5157
H 23.379 -0.481 33.328 0.5034
H 22.563 -0.870 34.865 0.3578
H 21.664 -1.614 32.680 0.6596
H 20.890 -0.079 32.501 0.2432
H 19.905 -2.143 33.693 0.2913
H 23.427 1.295 34.786 0.3141
C 18.698 0.186 35.655 -0.3351
C 19.965 1.008 35.372 -0.4430
O 19.931 1.449 34.005 -0.4825
O 18.661 -0.218 37.036 -0.6038
H 18.586 -0.648 34.962 0.2150
H 17.833 0.842 35.554 0.3159
H 20.881 0.436 35.517 0.1547
H 20.170 1.813 36.076 0.5157
H 20.234 0.881 33.293 -0.0284
H 18.419 0.599 37.479 0.3624
C 15.006 4.174 31.161 0.1465
C 14.617 5.505 31.851 -0.5234
O 15.837 6.279 32.052 -0.5259
O 15.761 4.551 30.027 -0.6954
H 14.097 3.606 30.961 0.5051
H 15.620 3.506 31.765 0.0368
H 14.231 5.250 32.838 0.3588
H 13.822 5.966 31.264 0.2692
H 16.381 6.106 31.281 0.3585
H 15.529 4.079 29.224 0.2881
C 15.167 0.044 31.553 -0.1595
C 14.837 1.147 32.538 0.4469
O 15.800 1.175 33.497 -0.7745
O 15.343 -1.169 32.172 -0.5921
H 16.161 0.380 31.255 -0.1261
H 14.320 0.043 30.867 0.4075
H 13.903 0.923 33.053 0.5061
H 14.768 2.013 31.880 -0.6074
H 16.404 1.800 33.090 0.4491
H 15.630 -0.928 33.055 0.3617
C 18.556 3.964 29.611 -0.3155
C 19.247 3.474 28.396 -0.8654
O 20.269 2.475 28.616 -0.6598
O 17.621 2.927 30.032 -0.5660
H 18.036 4.860 29.272 0.3246
H 19.271 4.002 30.433 0.2229
H 19.869 4.320 28.101 0.3646
H 18.789 3.265 27.429 0.3281
H 20.000 2.031 29.423 0.5977
H 16.742 3.262 29.840 0.3376
```

C5H8O | ωB97M-V/def2-TZVPD

**Energy**: -270.47214 Ha
**Energy relative to the best compared isomer or geometry (same formula, charge and spin)**: 2.333 eV

Geometry as XYZ:
```
14
Properties=species:S:1:pos:R:3:mulliken_charge:R:1
C 1.439 -0.406 -0.717 -1.4069
C 0.167 -0.050 0.006 0.7830
C -0.830 -1.042 0.561 -0.8052
C -1.296 0.032 -0.355 -0.1049
O -1.501 1.241 0.366 -0.4243
C -0.087 1.312 0.638 -0.4063
H 1.503 -1.476 -0.936 0.3544
H 2.302 -0.160 -0.086 0.3336
H 1.557 0.138 -1.662 0.2940
H -0.767 -2.025 0.100 0.2756
H -1.135 -1.035 1.605 0.2133
H -1.855 -0.108 -1.274 0.3663
H 0.138 1.456 1.701 0.2431
H 0.365 2.122 0.052 0.2841
```

C14H19NO9 | ωB97M-V/def2-TZVPD

**SMILES**: COC(=O)[C@H]1[C@@H]2[C@@H](CC(C)=O)[C@H](C(=O)OC)ON2O[C@@H]1C(=O)OC
**Energy**: -1276.19149 Ha
**Energy relative to the best compared isomer or geometry (same formula, charge and spin)**: 14.413 eV

Geometry as XYZ:
```
43
Properties=species:S:1:pos:R:3:mulliken_charge:R:1
C -4.796 -0.413 0.567 -0.9334
H -5.074 -1.439 0.422 0.3418
H -4.547 -0.021 1.495 0.3719
H -5.484 0.251 -0.021 0.3651
O -3.576 -0.593 -0.359 -0.3179
C -3.080 0.673 -0.323 0.4756
O -3.555 1.678 0.200 -0.6152
C -1.740 0.702 -1.266 -0.2806
C -0.584 1.204 -0.386 0.0690
C -0.302 2.641 -0.288 -2.1884
C 0.677 3.288 0.732 1.0089
O 1.019 2.445 1.479 -0.5640
C 1.298 4.295 0.401 -1.8110
H 0.506 5.257 0.276 0.2981
H 1.775 4.801 1.283 0.4447
H 1.929 4.410 -0.174 0.6481
H -1.242 2.995 0.087 0.6120
H -0.128 3.009 -1.191 0.7729
H -0.571 0.948 0.675 0.3247
C 0.603 0.457 -0.806 -0.5158
N -0.018 -0.552 -1.966 -0.6860
O 0.491 -1.666 -1.515 -0.3438
C 1.044 -1.758 -0.255 -0.8372
C -0.145 -2.408 0.716 0.3522
O -0.388 -3.447 0.272 -0.5388
O -0.603 -1.521 1.291 -0.0304
C -1.777 -2.194 2.070 -1.0178
H -2.568 -2.137 1.377 0.3659
H -1.568 -2.909 2.780 0.4457
H -2.047 -1.221 2.784 0.2440
C 1.480 -0.329 -0.002 0.7150
C 2.926 -0.221 -0.285 -0.1103
O 3.450 0.748 -0.780 -0.6090
O 3.661 -1.229 0.470 -0.2844
C 5.064 -1.024 0.403 -1.4591
H 5.564 -1.570 1.016 0.4404
H 5.431 0.013 0.634 0.3762
H 5.413 -0.999 -0.377 0.7611
H 1.232 -0.155 1.106 0.5928
H 1.756 -2.463 -0.225 0.9987
O -1.301 -0.700 -1.342 -0.2796
H 1.154 1.141 -1.259 1.4485
H -1.920 1.273 -2.012 0.9493
```

C31H46BF4MnN7O4P | ωB97M-V/def2-TZVPD

**Total charge**: -1
**<S²>**: 8.754
**2S+1**: 6
**Energy**: -3810.29665 Ha
**Energy relative to the best compared isomer or geometry (same formula, charge and spin)**: 0.368 eV

Geometry as XYZ:
```
95
Properties=species:S:1:pos:R:3:mulliken_charge:R:1
Mn 0.269 0.003 0.376 2.7862
N -1.014 -2.261 1.258 -0.0841
C -2.003 -1.909 2.162 -1.0929
C -3.217 -2.539 2.261 -0.2844
C -4.186 -2.109 3.191 -0.8815
C -3.931 -1.080 4.050 -0.9228
C -2.688 -0.404 3.973 0.8961
C -2.332 0.658 4.836 -0.8779
C -1.131 1.278 4.682 -0.9695
C -0.292 0.862 3.624 0.0958
N -0.578 -0.110 2.806 0.6825
C -1.745 -0.782 2.999 0.9438
H -0.100 -2.397 1.686 0.0981
H -1.249 -3.056 0.682 0.2862
H -3.427 -3.388 1.620 0.4007
H -5.137 -2.626 3.234 0.3793
H -4.660 -0.768 4.788 0.3895
H -3.028 0.969 5.608 0.3834
H -0.821 2.090 5.325 0.4450
H 0.644 1.377 3.449 -0.1276
O 4.118 4.165 -2.104 -0.5872
C 4.096 4.380 -0.808 0.4575
O 4.702 5.290 -0.282 -0.6684
C 3.301 3.433 0.026 0.0971
C 3.277 3.498 1.399 -0.6278
N 2.472 2.509 1.821 -0.2640
N 1.954 1.801 0.809 0.6847
C 2.449 2.344 -0.290 -0.3793
C 2.081 1.711 -1.611 0.4243
O 2.527 2.257 -2.647 -0.9615
O 1.371 0.691 -1.535 -0.3612
H 3.584 3.320 -2.353 0.3952
H 3.792 4.163 2.071 0.5407
H 2.305 2.220 2.766 0.0502
F 1.989 -0.849 1.666 -0.4762
B 2.515 -1.910 2.491 0.0836
F 3.511 -2.555 1.738 -0.4070
F 1.458 -2.800 2.750 -0.4502
F 3.020 -1.363 3.656 -0.3498
C -1.515 1.758 -3.079 -1.3699
C -1.893 2.873 -2.087 2.6079
C -2.908 3.808 -2.752 -2.0567
C -0.601 3.670 -1.842 -2.3584
P -2.382 2.057 -0.443 -1.7296
N -1.410 0.961 -0.006 0.9718
C -4.149 1.368 -0.653 2.9542
C -4.185 0.554 -1.956 -1.9863
C -4.393 0.349 0.471 -2.0154
C -5.307 2.370 -0.691 -2.0960
C -2.474 3.444 0.869 2.7166
C -3.155 2.857 2.114 -1.8933
C -3.195 4.743 0.499 -2.1424
C -1.037 3.776 1.304 -2.0897
H -0.917 2.195 -3.884 0.5511
H -2.389 1.291 -3.532 0.3356
H -0.907 0.993 -2.599 -0.0893
H -2.437 4.258 -3.633 0.5155
H -3.225 4.625 -2.103 0.2862
H -3.797 3.285 -3.100 0.2848
H -0.134 3.894 -2.804 0.7512
H 0.115 3.094 -1.256 0.4002
H -0.783 4.617 -1.335 0.2356
H -3.340 -0.132 -2.017 0.0335
H -4.188 1.180 -2.846 0.3178
H -5.107 -0.037 -1.970 0.7133
H -3.498 -0.252 0.627 0.1421
H -5.215 -0.315 0.181 0.6851
H -4.667 0.811 1.417 0.2383
H -5.184 3.134 -1.458 0.2503
H -5.459 2.871 0.265 0.3406
H -6.232 1.828 -0.917 0.5210
H -4.231 2.746 1.995 0.2234
H -2.988 3.536 2.958 0.7028
H -2.730 1.886 2.371 0.1161
H -4.221 4.580 0.169 0.2719
H -2.674 5.303 -0.276 0.3719
H -3.237 5.387 1.385 0.5123
H -0.452 2.862 1.405 0.2186
H -1.069 4.287 2.273 0.5919
H -0.522 4.432 0.605 0.2561
C 3.521 -4.210 -1.735 -1.3081
C 2.248 -3.436 -1.677 1.0229
C 1.100 -3.480 -2.441 -1.8752
C 0.257 -2.487 -1.901 0.2953
N 0.850 -1.892 -0.881 0.8371
N 2.055 -2.471 -0.763 -0.3580
C -1.098 -2.028 -2.331 -0.1478
H 3.352 -5.182 -2.197 0.3508
H 3.923 -4.366 -0.734 0.3275
H 4.274 -3.682 -2.323 0.2389
H 0.902 -4.128 -3.279 0.4391
H 2.667 -2.218 0.003 0.1710
H -1.054 -1.563 -3.318 0.3088
H -1.469 -1.282 -1.625 -0.7466
H -1.808 -2.857 -2.382 0.4070
```